No. 1
Formula: C45H58N12O6S
Source: the Open Molecules 2025 dataset
Level of theory: wB97M-V/def2-TZVPD

Values from the calculation:
* M: 895.104 g mol⁻¹
* ΔE to the lowest compared entry with this formula, charge and spin: 0.0 kcal/mol
* total charge: -2
* HOMO-LUMO gap: 7.6354 eV
* largest force on an atom: 11.31 eV/Å

Bonds (Å) are listed after each position.
Geometry (Å):
1 S -0.1960 0.1945 0.1109  O2 1.446, O3 1.449, O4 1.421, O5 1.449
2 O -0.9440 -0.8015 -0.6241  S1 1.446
3 O -1.1130 1.0995 0.7749  S1 1.449
4 O 0.5600 -0.4905 1.0999  S1 1.421
5 O 0.7760 0.8845 -0.7121  S1 1.449
6 N 0.6100 2.7435 -2.8231  C7 1.351, C10 1.377, H11 1.165
7 C -0.6520 2.8585 -3.2921  N6 1.351, C8 1.549, H12 1.041
8 C -0.6880 3.9805 -4.3601  C7 1.549, C9 1.419, H13 0.976
9 C 0.5880 4.6015 -4.3261  C8 1.419, C10 1.585, H14 1.211
10 C 1.4270 3.7515 -3.2841  N6 1.377, C9 1.585, H15 0.938
11 H 0.9810 1.9435 -2.0611  N6 1.165
12 H -1.3420 2.1855 -2.8981  C7 1.041
13 H -1.4870 4.2455 -4.8531  C8 0.976
14 H 0.8440 5.7085 -4.7461  C9 1.211
15 H 2.3220 3.8785 -3.0331  C10 0.938
16 N 2.1620 -0.1205 -2.9961  C17 1.435, C20 1.390, H21 1.109
17 C 1.8940 0.1635 -4.3771  N16 1.435, C18 1.470, H22 1.140
18 C 3.1080 -0.3095 -5.0581  C17 1.470, C19 1.476, H23 1.048
19 C 3.7480 -1.2315 -4.0991  C18 1.476, C20 1.466, H24 1.017
20 C 3.1780 -1.0395 -2.7621  N16 1.390, C19 1.466, H25 1.203
21 H 1.4870 0.2475 -2.1971  N16 1.109
22 H 1.0510 0.8425 -4.7351  C17 1.140
23 H 3.2860 -0.0805 -6.0651  C18 1.048
24 H 4.4200 -1.9575 -4.3371  C19 1.017
25 H 3.5180 -1.3625 -1.6541  C20 1.203
26 N -2.1000 -1.7185 -3.1941  C27 1.297, C30 1.366, H31 1.026
27 C -3.2320 -1.0855 -3.1641  N26 1.297, C28 1.556, H32 1.088
28 C -3.9110 -1.2395 -4.5551  C27 1.556, C29 1.563, H33 1.068
29 C -2.8930 -2.1305 -5.3371  C28 1.563, C30 1.561, H34 1.075
30 C -1.7210 -2.3685 -4.3341  N26 1.366, C29 1.561, H35 1.104
31 H -1.5690 -1.8015 -2.3201  N26 1.026
32 H -3.7030 -0.6225 -2.3001  C27 1.088
33 H -4.8110 -0.7135 -4.7881  C28 1.068
34 H -2.7250 -2.4895 -6.3361  C29 1.075
35 H -0.7250 -2.8145 -4.5021  C30 1.104
36 N -3.1510 -2.7275 -0.0771  C37 1.449, C40 1.373, H41 0.988
37 C -4.2200 -2.4355 0.8569  N36 1.449, C38 1.482, H42 1.158
38 C -5.2830 -3.4585 0.7209  C37 1.482, C39 1.520, H43 1.127
39 C -4.6760 -4.4905 -0.2151  C38 1.520, C40 1.442, H44 1.042
40 C -3.4440 -3.9165 -0.6971  N36 1.373, C39 1.442, H45 0.996
41 H -2.3780 -2.1425 -0.2681  N36 0.988
42 H -4.2390 -1.3755 1.3219  C37 1.158
43 H -6.3360 -3.5815 1.1029  C38 1.127
44 H -5.1260 -5.4185 -0.3621  C39 1.042
45 H -2.8040 -4.1645 -1.4191  C40 0.996
46 N -1.5040 2.0505 3.0529  C47 1.382, C50 1.384, H51 0.965
47 C -2.0600 3.3155 3.0849  N46 1.382, C48 1.430, H52 1.193
48 C -2.2360 3.7255 4.4439  C47 1.430, C49 1.464, H53 1.154
49 C -1.4790 2.7515 5.2319  C48 1.464, C50 1.593, H54 1.085
50 C -1.0440 1.5635 4.2639  N46 1.384, C49 1.593, H55 1.029
51 H -1.2410 1.6715 2.2049  N46 0.965
52 H -2.4370 3.8225 2.0729  C47 1.193
53 H -2.7120 4.6775 4.8909  C48 1.154
54 H -1.3510 2.4775 6.2739  C49 1.085
55 H -0.7020 0.5955 4.3279  C50 1.029
56 N 3.5390 2.1265 3.0159  C57 1.435, C60 1.381, H61 1.075
57 C 2.3150 1.4465 3.3309  N56 1.435, C58 1.496, H62 1.076
58 C 2.3680 1.4495 4.8259  C57 1.496, C59 1.415, H63 1.037
59 C 3.3930 2.3325 5.2399  C58 1.415, C60 1.515, H64 1.082
60 C 4.1900 2.7915 4.0359  N56 1.381, C59 1.515, H65 1.217
61 H 3.7000 2.3545 1.9779  N56 1.075
62 H 1.6440 1.2005 2.5259  C57 1.076
63 H 1.6210 1.0695 5.4359  C58 1.037
64 H 3.4680 2.7105 6.2509  C59 1.082
65 H 5.1650 3.4535 3.7339  C60 1.217
66 N 2.8280 -2.4625 1.0509  C67 1.419, C70 1.456, H71 1.137
67 C 3.0990 -3.5875 0.2299  N66 1.419, C68 1.515, H72 1.193
68 C 4.4830 -4.0905 0.5849  C67 1.515, C69 1.463, H73 1.061
69 C 4.8550 -3.3705 1.8029  C68 1.463, C70 1.503, H74 1.173
70 C 3.8600 -2.2745 2.0609  N66 1.456, C69 1.503, H75 1.071
71 H 1.8390 -1.9175 0.9169  N66 1.137
72 H 2.2970 -3.6305 -0.6521  C67 1.193
73 H 4.8680 -4.9135 0.0379  C68 1.061
74 H 5.8650 -3.5225 2.3799  C69 1.173
75 H 3.8580 -1.5225 2.8229  C70 1.071
76 N -0.2420 -2.7825 3.1629  C77 1.421, C80 1.470, H81 0.941
77 C -1.5030 -3.4375 3.1439  N76 1.421, C78 1.434, H82 1.133
78 C -1.8310 -3.8785 4.4689  C77 1.434, C79 1.535, H83 1.161
79 C -0.6240 -3.6065 5.3779  C78 1.535, C80 1.415, H84 1.113
80 C 0.2240 -2.8275 4.5559  N76 1.470, C79 1.415, H85 1.152
81 H 0.1490 -2.3095 2.4489  N76 0.941
82 H -2.0870 -3.3845 2.1739  C77 1.133
83 H -2.8240 -4.3235 4.8739  C78 1.161
84 H -0.3030 -3.8165 6.4229  C79 1.113
85 H 1.0760 -2.1345 4.9049  C80 1.152
86 N 0.0530 -3.8225 -1.5031  C87 1.476, C90 1.413, H91 1.229
87 C 0.0530 -4.8895 -0.4831  N86 1.476, C88 1.542, H92 1.054
88 C 0.7880 -6.0725 -1.1451  C87 1.542, C89 1.541, H93 1.014
89 C 1.2610 -5.5775 -2.5261  C88 1.541, C90 1.434, H94 1.136
90 C 0.7780 -4.2325 -2.6441  N86 1.413, C89 1.434, H95 1.160
91 H -0.4700 -2.7355 -1.2681  N86 1.229
92 H -0.3550 -4.7965 0.4839  C87 1.054
93 H 0.9930 -6.8715 -0.5551  C88 1.014
94 H 2.0710 -5.9185 -3.2461  C89 1.136
95 H 1.0350 -3.3595 -3.3631  C90 1.160
96 N -3.5280 1.9005 0.2669  C97 1.445, C100 1.340, H101 1.202
97 C -3.8160 2.4975 -1.0171  N96 1.445, C98 1.603, H102 1.051
98 C -5.4000 2.7275 -0.9321  C97 1.603, C99 1.484, H103 1.105
99 C -5.7410 2.3145 0.4519  C98 1.484, C100 1.500, H104 1.212
100 C -4.4910 1.9525 1.1979  N96 1.340, C99 1.500, H105 1.014
101 H -2.4060 1.5865 0.5629  N96 1.202
102 H -3.0590 2.4745 -1.7461  C97 1.051
103 H -6.0650 3.1235 -1.7201  C98 1.105
104 H -6.7280 2.6785 1.0539  C99 1.212
105 H -4.3180 1.6245 2.1419  C100 1.014
106 N 3.0880 1.9275 -0.3231  C107 1.449, C110 1.356, H111 1.094
107 C 4.3490 1.2605 -0.0691  N106 1.449, C108 1.593, H112 1.057
108 C 5.2740 2.4835 0.3619  C107 1.593, C109 1.525, H113 1.185
109 C 4.4890 3.7915 0.3599  C108 1.525, C110 1.557, H114 1.042
110 C 3.1010 3.2665 -0.1101  N106 1.356, C109 1.557, H115 1.010
111 H 2.1000 1.4905 -0.4971  N106 1.094
112 H 4.3580 0.2045 -0.1241  C107 1.057
113 H 6.3190 2.2295 0.8589  C108 1.185
114 H 4.8000 4.7375 0.6659  C109 1.042
115 H 2.2950 3.8735 -0.1581  C110 1.010
116 C -0.7180 4.5545 -0.2381  N117 1.534, H120 1.104, H121 1.192, H122 1.112
117 N -1.0330 5.6695 -1.2441  C116 1.534, O118 1.213, O119 1.234
118 O -0.2420 6.5615 -1.4691  N117 1.213
119 O -2.0760 5.5255 -1.8871  N117 1.234
120 H -0.9950 3.5025 -0.4241  C116 1.104
121 H -1.1620 4.8825 0.8189  C116 1.192
122 H 0.3780 4.3985 -0.3461  C116 1.112

---

No. 2
Formula: C45H60BN2O
Source: the Open Molecules 2025 dataset
Level of theory: wB97M-V/def2-TZVPD

Values from the calculation:
* M: 655.800 g mol⁻¹
* ΔE to the lowest compared entry with this formula, charge and spin: 4.5 kcal/mol
* total charge: +1
* HOMO-LUMO gap: 5.3156 eV
* largest force on an atom: 2.57 eV/Å

Bonds (Å) are listed after each position.
Geometry (Å):
1 C -1.7702 -4.0140 -2.4294  C2 1.526, H36 1.091, H37 1.102, H38 1.096
2 C -0.8815 -4.1654 -3.6608  C1 1.526, C3 1.539, C4 1.532, C5 1.587
3 C -0.6970 -5.6857 -3.8162  C2 1.539, H39 1.096, H40 1.092, H41 1.101
4 C -1.5979 -3.7574 -4.9526  C2 1.532, H42 1.100, H43 1.099, H44 1.093
5 C 0.4984 -3.3907 -3.5456  C2 1.587, C6 1.409, C14 1.451
6 C 1.6493 -4.1792 -3.7409  C5 1.409, C7 1.387, H45 1.087
7 C 2.8821 -3.6192 -4.0431  C6 1.387, C8 1.389, H46 1.087
8 C 2.9879 -2.2384 -4.1515  C7 1.389, C9 1.398, H47 1.086
9 C 1.8725 -1.4132 -3.9795  C8 1.398, C10 1.564, C14 1.430
10 C 2.0934 0.0432 -4.5039  C9 1.564, C11 1.515, C12 1.537, C13 1.531
11 C 0.8713 0.9340 -4.4108  C10 1.515, H48 1.105, H49 1.090, H50 1.098
12 C 2.4766 0.0597 -5.9927  C10 1.537, H51 1.092, H52 1.096, H53 1.100
13 C 3.2361 0.6696 -3.7000  C10 1.531, H54 1.093, H55 1.097, H56 1.095
14 C 0.7231 -1.9726 -3.3392  C5 1.451, C9 1.430, N15 1.456
15 N -0.1483 -1.1443 -2.5185  C14 1.456, C16 1.400, C35 1.392
16 C 0.0383 -0.4223 -1.3337  N15 1.400, B17 1.581, N19 1.373
17 B 1.2660 0.0082 -0.4354  C16 1.581, H18 1.379, H57 1.239, H58 1.227
18 H 1.1814 0.5773 0.8177  B17 1.379
19 N -1.1963 0.0574 -0.9710  C16 1.373, C20 1.453, C34 1.398
20 C -1.6380 0.7592 0.2220  N19 1.453, C21 1.418, C29 1.418
21 C -2.1540 2.0749 0.1082  C20 1.418, C22 1.548, C26 1.417
22 C -2.1157 2.9657 -1.1571  C21 1.548, C23 1.532, C24 1.527, C25 1.518
23 C -1.8498 4.4397 -0.8350  C22 1.532, H59 1.097, H60 1.099, H61 1.094
24 C -3.5009 2.8722 -1.7936  C22 1.527, H62 1.094, H63 1.097, H64 1.096
25 C -1.0418 2.6415 -2.1793  C22 1.518, H65 1.085, H66 1.101, H67 1.094
26 C -2.9216 2.5948 1.1796  C21 1.417, C27 1.400, H68 1.080
27 C -2.7553 2.0490 2.4584  C26 1.400, C28 1.390, H69 1.093
28 C -2.1948 0.7823 2.5731  C27 1.390, C29 1.413, H70 1.090
29 C -1.8286 0.0398 1.4287  C20 1.418, C28 1.413, C30 1.552
30 C -1.6641 -1.4953 1.5839  C29 1.552, C31 1.524, C32 1.529, C33 1.529
31 C -0.2172 -1.7980 1.9531  C30 1.524, H71 1.094, H72 1.095, H73 1.093
32 C -2.0972 -2.2890 0.3504  C30 1.529, H74 1.102, H75 1.092, H76 1.104
33 C -2.5430 -2.0324 2.7145  C30 1.529, H77 1.096, H78 1.101, H79 1.093
34 C -2.1201 -0.2802 -1.9644  N19 1.398, C35 1.341, H80 1.075
35 C -1.4564 -0.9194 -2.9391  N15 1.392, C34 1.341, H81 1.067
36 H -2.3679 -3.1013 -2.4583  C1 1.091
37 H -2.4785 -4.8549 -2.3559  C1 1.102
38 H -1.1568 -4.0576 -1.5225  C1 1.096
39 H -0.1890 -5.9449 -4.7526  C3 1.096
40 H -0.1605 -6.1132 -2.9671  C3 1.092
41 H -1.6867 -6.1665 -3.8514  C3 1.101
42 H -0.9537 -3.9926 -5.8132  C4 1.100
43 H -2.5227 -4.3423 -5.0586  C4 1.099
44 H -1.8583 -2.6973 -5.0054  C4 1.093
45 H 1.5964 -5.2642 -3.6962  C6 1.087
46 H 3.7332 -4.2619 -4.2544  C7 1.087
47 H 3.9450 -1.7998 -4.4170  C8 1.086
48 H 1.1041 1.9099 -4.8739  C11 1.105
49 H 0.6141 1.1087 -3.3659  C11 1.090
50 H 0.0156 0.5239 -4.9626  C11 1.098
51 H 3.3862 -0.5020 -6.2147  C12 1.092
52 H 1.6687 -0.3410 -6.6162  C12 1.096
53 H 2.6356 1.1002 -6.3137  C12 1.100
54 H 4.1779 0.1461 -3.8847  C13 1.093
55 H 3.3887 1.7098 -4.0131  C13 1.097
56 H 3.0190 0.6427 -2.6268  C13 1.095
57 H 1.9529 -1.0076 -0.2561  B17 1.239
58 H 1.8520 0.8735 -1.0776  B17 1.227
59 H -0.9550 4.5775 -0.2161  C23 1.097
60 H -1.6652 4.9613 -1.7841  C23 1.099
61 H -2.7029 4.9331 -0.3597  C23 1.094
62 H -3.7088 1.8570 -2.1443  C24 1.094
63 H -4.2680 3.1435 -1.0585  C24 1.097
64 H -3.5644 3.5619 -2.6429  C24 1.096
65 H -1.2416 1.7074 -2.6943  C25 1.085
66 H -1.0626 3.4113 -2.9661  C25 1.101
67 H -0.0311 2.6476 -1.7598  C25 1.094
68 H -3.5782 3.4370 1.0166  C26 1.080
69 H -3.0812 2.5793 3.3563  C27 1.093
70 H -2.1119 0.3277 3.5598  C28 1.090
71 H 0.0522 -1.2479 2.8593  C31 1.094
72 H -0.1074 -2.8664 2.1643  C31 1.095
73 H 0.4785 -1.5148 1.1591  C31 1.093
74 H -3.0648 -1.9407 -0.0471  C32 1.102
75 H -1.3287 -2.2504 -0.4240  C32 1.092
76 H -2.2226 -3.3532 0.6177  C32 1.104
77 H -3.5803 -1.6966 2.6081  C33 1.096
78 H -2.5359 -3.1332 2.6737  C33 1.101
79 H -2.1583 -1.7399 3.6952  C33 1.093
80 H -3.1648 -0.0530 -1.8490  C34 1.075
81 H -1.8088 -1.2696 -3.8836  C35 1.067
82 C 3.4248 -0.4114 8.7183  O83 1.452, H97 1.091, H98 1.104, H99 1.096
83 O 4.0409 -0.4466 7.4039  C82 1.452, C84 1.362
84 C 3.3511 -0.1629 6.2642  O83 1.362, C85 1.422, C96 1.422
85 C 4.1150 0.2840 5.1512  C84 1.422, C86 1.375, H100 1.093
86 C 3.4971 0.8818 4.0784  C85 1.375, C87 1.435, H101 1.100
87 C 2.0664 0.9523 3.9951  C86 1.435, C88 1.455, C95 1.424
88 C 1.3444 1.8309 3.0873  C87 1.455, C89 1.441, H102 1.084
89 C 0.5282 2.9039 3.5946  C88 1.441, C90 1.436, C94 1.437
90 C 0.0852 3.9669 2.7359  C89 1.436, C91 1.389, H103 1.096
91 C -0.4378 5.1457 3.2520  C90 1.389, C92 1.408, H104 1.092
92 C -0.8620 5.1981 4.5931  C91 1.408, C93 1.400, H105 1.094
93 C -0.5475 4.1305 5.4423  C92 1.400, C94 1.393, H106 1.088
94 C 0.2079 3.0515 4.9882  C89 1.437, C93 1.393, H107 1.096
95 C 1.3372 0.2505 4.9975  C87 1.424, C96 1.383, H108 1.089
96 C 1.9373 -0.2466 6.1405  C84 1.422, C95 1.383, H109 1.097
97 H 4.2482 -0.4650 9.4320  C82 1.091
98 H 2.8426 0.5129 8.8815  C82 1.104
99 H 2.7783 -1.2880 8.8367  C82 1.096
100 H 5.2035 0.2646 5.2440  C85 1.093
101 H 4.1177 1.3874 3.3243  C86 1.100
102 H 1.5908 1.8689 2.0328  C88 1.084
103 H 0.1745 3.8499 1.6496  C90 1.096
104 H -0.5658 6.0055 2.5914  C91 1.092
105 H -1.4099 6.0709 4.9610  C92 1.094
106 H -0.8848 4.1461 6.4766  C93 1.088
107 H 0.5534 2.2948 5.7013  C94 1.096
108 H 0.2509 0.2190 4.9270  C95 1.089
109 H 1.3226 -0.5941 6.9799  C96 1.097